{"formula": "C38H20Br4MnN4O3S2", "method": "ωB97M-V/def2-TZVPD", "lumo_ev": [3.91, 3.90], "s_squared": 8.92, "total_charge": -2, "de_lowest_kcal_mol": 13.5, "spin_multiplicity": 6, "species": ["C", "O", "H", "C", "C", "H", "Br", "C", "C", "H", "C", "H", "O", "H", "C", "C", "N", "H", "H", "H", "C", "C", "O", "Br", "H", "H", "H", "C", "H", "C", "C", "H", "C", "C", "C", "H", "C", "Br", "C", "C", "C", "H", "C", "H", "C", "N", "N", "C", "C", "Br", "C", "C", "S", "C", "C", "H", "C", "S", "C", "Mn", "C", "C", "H", "C", "H", "C", "C", "H", "C", "N", "C", "C"], "xyz": [[-5.999, -2.974, 0.786], [-0.012, 3.303, -1.303], [-3.610, -4.101, 0.884], [4.381, 2.587, -0.819], [3.791, 2.263, -2.040], [-1.622, -5.433, 1.033], [-4.993, 2.971, -0.137], [-2.442, 6.028, -1.369], [-0.663, 1.285, 2.161], [-3.293, 0.072, -0.183], [1.129, -3.548, 0.313], [0.811, -5.636, 0.841], [-0.635, -0.236, -4.855], [1.143, 2.308, 4.805], [-2.289, 3.228, -0.817], [-0.485, 0.123, -3.719], [1.247, -1.177, -0.250], [-1.641, 0.943, 1.852], [5.407, 2.937, -0.782], [7.659, -4.245, -0.236], [3.263, -2.537, -0.168], [-3.575, 5.333, -0.992], [-2.153, 1.957, -0.555], [-2.513, 7.889, -1.741], [-8.481, -0.741, 0.386], [2.024, 1.572, -3.044], [3.107, -0.440, -0.637], [-5.142, -1.946, 0.464], [4.101, 2.728, 1.295], [-1.677, -3.318, 0.534], [5.505, -3.736, -0.117], [4.360, 2.367, -2.958], [4.703, -2.631, -0.312], [6.887, -3.491, -0.343], [-0.904, -2.163, 0.188], [2.959, -4.621, 0.359], [-0.385, 1.591, 3.477], [0.396, 6.215, -1.937], [1.747, 1.647, -0.927], [2.546, -1.332, -0.366], [2.491, -3.656, 0.187], [2.808, 2.565, 2.984], [-7.555, -1.293, 0.465], [-5.660, -3.976, 1.013], [3.649, 2.457, 0.346], [-1.536, -0.951, -0.047], [-0.334, 0.475, -2.600], [1.815, 2.193, 2.774], [-1.219, 5.335, -1.467], [-5.250, 6.221, -0.849], [7.145, -2.208, -0.708], [-2.855, -0.903, 0.038], [5.696, -1.281, -0.781], [1.469, 1.862, 1.467], [2.335, 1.992, 0.291], [-1.148, 1.476, 4.233], [0.886, 2.052, 3.785], [-6.059, -0.510, 0.159], [-3.687, -2.002, 0.374], [-0.188, 1.073, -0.785], [-3.040, -3.214, 0.625], [-1.013, -4.573, 0.772], [8.095, -1.748, -0.940], [0.317, -4.684, 0.667], [-8.183, -3.279, 1.014], [-3.477, 3.949, -0.718], [2.483, 1.804, -2.092], [5.108, -4.699, 0.180], [-7.370, -2.599, 0.786], [0.240, 1.404, 1.191], [0.494, -2.282, 0.084], [-1.108, 3.960, -1.221]], "forces_ev_per_angstrom": [[-0.1, -0.1, 0.0], [-0.1, 0.0, 0.1], [0.1, 0.1, 0.0], [0.1, 0.0, -0.1], [0.0, 0.0, 0.1], [0.0, 0.0, 0.0], [0.0, -0.1, 0.0], [0.1, -0.2, 0.1], [-0.2, -0.1, 0.0], [0.1, 0.0, 0.0], [-0.1, 0.0, 0.0], [0.0, 0.0, 0.0], [0.1, 0.1, 0.4], [0.0, 0.0, 0.0], [-0.1, 0.0, 0.0], [0.0, -0.1, -0.2], [0.2, -0.2, 0.1], [0.0, 0.0, -0.1], [0.0, 0.0, 0.0], [-0.1, 0.0, 0.0], [0.0, 0.3, -0.1], [0.1, 0.0, 0.0], [0.2, 0.0, 0.1], [0.0, 0.0, 0.0], [0.1, -0.1, 0.0], [0.0, 0.0, 0.0], [0.0, 0.0, 0.0], [0.0, 0.2, 0.0], [0.0, 0.0, 0.0], [0.1, 0.0, 0.0], [0.0, -0.1, 0.0], [0.0, 0.0, 0.0], [0.1, 0.1, 0.0], [-0.1, -0.1, 0.0], [-0.1, 0.1, 0.0], [-0.1, 0.0, 0.0], [0.0, 0.0, 0.1], [0.0, 0.0, 0.0], [0.0, -0.3, 0.1], [0.1, -0.2, 0.0], [0.1, -0.1, 0.0], [0.0, 0.0, 0.0], [0.0, 0.1, 0.0], [-0.1, 0.1, 0.0], [0.0, 0.0, 0.1], [0.0, -0.1, 0.1], [0.0, -0.3, -0.8], [0.2, 0.1, 0.1], [-0.1, 0.0, 0.0], [0.0, 0.0, 0.0], [0.0, 0.1, 0.0], [-0.1, -0.2, 0.0], [-0.1, 0.0, 0.0], [0.2, 0.0, 0.0], [0.0, 0.0, 0.0], [0.0, 0.0, 0.0], [0.0, 0.0, 0.0], [0.1, 0.1, 0.0], [0.1, 0.3, -0.1], [-0.6, 0.8, -0.4], [-0.1, -0.2, 0.0], [-0.1, 0.0, 0.0], [-0.1, -0.1, 0.0], [0.1, -0.1, 0.0], [0.0, 0.0, 0.0], [0.0, -0.1, 0.1], [0.0, -0.1, -0.1], [0.1, 0.1, 0.0], [0.1, -0.1, 0.0], [-0.1, 0.2, 0.4], [-0.1, 0.1, 0.0], [0.2, -0.1, 0.0]], "mulliken_spin": [0.0821, 0.0535, 0.0339, 0.0168, -0.0143, -0.0035, 0.0008, 0.0020, 0.0177, -0.0138, 0.0438, -0.0023, 0.0323, 0.0003, -0.0127, 0.0435, 0.1272, 0.0071, 0.0009, -0.0028, 0.0884, 0.0003, 0.0154, 0.0004, 0.0053, -0.0077, -0.0281, -0.0432, -0.0015, 0.0500, 0.1111, -0.0010, -0.0515, -0.0457, 0.1113, 0.0399, 0.0012, 0.0007, -0.1854, -0.0045, 0.0846, 0.0002, 0.0511, 0.0166, -0.0084, 0.1176, -0.0404, 0.0063, 0.0124, 0.0002, 0.0711, -0.0171, 0.0257, -0.0266, -0.0559, 0.0000, 0.0042, 0.0178, 0.0818, 4.1243, 0.0448, -0.0405, 0.0073, -0.0244, -0.0018, 0.0079, -0.0264, 0.0227, -0.0319, -0.0613, 0.1671, 0.0032]}